1.
10
Properties=species:S:1:pos:R:3:forces:R:3 method="wB97M-V/def2-TZVPD" de_lowest_kcal_mol=136.01 smiles=C1#[N+]CNC1 gap_ev="8.26 / 8.26" total_charge=+1 fmax_ha_per_bohr=0.07105
C -1.497426 -0.064185 -0.283485 0.49 1.77 0.04
C -0.235992 -1.202018 0.201489 1.52 -1.34 -2.86
C 0.226409 1.158563 0.089374 0.87 -1.51 1.71
N -1.124359 1.073422 -0.250477 -2.98 -1.68 -0.43
N 0.716868 -0.302784 -0.107179 0.37 0.10 0.55
H -0.371917 -1.274993 1.224393 -1.55 -0.49 1.94
H -0.161761 -2.095729 -0.488509 -0.53 0.69 1.46
H 0.771384 1.632329 -0.608976 1.54 2.23 -2.45
H 0.304383 1.702965 1.047658 0.51 -0.97 -0.01
H 1.372409 -0.627570 -0.824288 -0.24 1.20 0.06

***

2.
17
Properties=species:S:1:pos:R:3:forces:R:3 method="wB97M-V/def2-TZVPD" de_lowest_kcal_mol=198.76 gap_ev=5.66 fmax_ha_per_bohr=0.07892
C -0.082482 -1.792001 0.000981 2.25 -3.23 1.00
C 1.006650 -1.048117 0.769861 0.62 -0.69 0.78
C 1.371840 0.114989 -0.129944 -0.19 -1.36 0.64
C 0.167305 0.928782 -0.331161 -1.00 1.20 1.28
C -0.938449 1.243519 0.395025 -0.50 -1.64 -1.80
N -1.813974 2.209492 -0.237399 1.12 -0.45 1.63
H -0.956903 -1.219685 -0.320935 -0.45 0.69 0.65
H -0.521849 -2.660971 0.504468 0.18 0.10 -0.14
H 0.248761 -2.047105 -0.992605 0.45 -0.57 -0.30
H 0.636284 -0.671839 1.728951 -0.22 0.04 -0.07
H 1.961131 -1.678529 1.096314 -2.16 0.73 -1.06
H 2.236543 0.642662 0.290864 -0.19 0.22 -0.49
H 1.578185 -0.372744 -1.084007 0.77 0.51 -0.23
H 0.204380 1.633174 -1.094370 0.83 1.49 -1.85
H -1.693416 -0.810628 -0.700273 -0.43 2.20 0.65
H -1.113318 2.921463 -0.455067 -0.41 0.46 -0.56
H -2.290686 2.607539 0.559297 -0.66 0.29 -0.13

***

3.
13
Properties=species:S:1:pos:R:3:forces:R:3 method="wB97M-V/def2-TZVPD" de_lowest_kcal_mol=125.33 smiles="C#CC(=C=C)CO" gap_ev=9.05 fmax_ha_per_bohr=0.07102
O 1.981434 -1.006685 -0.063048 -0.17 -0.16 0.08
C 1.395913 0.109914 0.562413 0.10 0.33 0.34
C -0.085000 0.266570 0.279957 -0.15 -0.17 0.86
C -0.809739 -0.807662 0.029719 0.02 0.29 1.09
C -1.278742 -1.692699 -0.788351 0.75 0.94 0.02
C -0.732054 1.503755 0.534161 -0.11 0.64 0.41
C -1.253736 2.538247 0.862132 0.16 -0.25 -0.06
H 1.508211 -1.796351 0.232015 0.12 0.07 -0.09
H 1.487946 0.066788 1.654275 0.34 0.01 -0.01
H 1.946178 0.986648 0.210698 -0.17 -0.07 0.02
H -0.698657 -0.985234 -1.476424 -1.57 -2.66 -1.95
H -1.845880 -2.637559 -0.659247 0.67 1.01 -0.56
H -1.719958 3.427947 1.211682 0.00 0.02 -0.14

***

4.
49
Properties=species:S:1:pos:R:3:forces:R:3 method="wB97M-V/def2-TZVPD" de_lowest_kcal_mol=18.27 gap_ev=4.92 fmax_ha_per_bohr=0.01561
Pt -0.151031 0.119463 -0.186090 0.53 0.11 0.59
Br -4.253305 -1.395302 -5.181526 -0.01 0.01 0.05
C -3.114136 -0.887947 -3.774921 -0.02 -0.02 -0.11
C -2.189662 0.123671 -3.962290 -0.03 -0.04 0.04
C -1.308671 0.394928 -2.934624 0.08 -0.03 -0.06
N -1.321716 -0.273171 -1.775874 -0.11 0.20 -0.21
C -2.339940 -1.129747 -1.538695 0.03 0.02 -0.05
C -3.213816 -1.505961 -2.542924 -0.07 -0.04 0.11
C -2.486495 -1.529105 -0.130537 0.02 -0.09 0.03
C -3.553057 -2.253866 0.370277 0.00 -0.06 -0.17
C -3.609275 -2.492406 1.730334 -0.03 -0.02 0.10
Br -5.057370 -3.448843 2.453357 0.02 -0.01 -0.03
C -2.609270 -2.014160 2.560161 -0.04 -0.04 -0.12
C -1.582637 -1.283495 1.994603 0.01 -0.04 0.12
N -1.531699 -1.040560 0.680953 -0.18 0.24 -0.03
H -2.141409 0.678703 -4.886973 0.05 0.00 0.01
H -0.558165 1.162897 -3.035267 0.04 -0.01 0.02
H -3.965095 -2.258464 -2.356094 -0.05 0.05 -0.05
H -4.334035 -2.606896 -0.286456 0.00 -0.03 0.05
H -2.630329 -2.192258 3.624808 0.03 0.03 0.00
H -0.772650 -0.870867 2.581656 0.02 0.05 -0.04
Cl -1.058385 5.417836 4.405110 -0.02 -0.02 0.00
C -0.581042 3.972968 3.585181 -0.05 0.01 -0.09
C 0.104935 2.984544 4.273225 0.06 -0.03 0.09
Cl 0.495190 3.162512 5.949491 -0.02 -0.01 -0.05
C 0.475779 1.829338 3.579042 0.02 -0.22 0.11
Cl 1.332661 0.550442 4.393844 -0.05 0.04 0.03
C 0.188261 1.642778 2.238382 -0.39 -0.14 0.21
O 0.597808 0.477806 1.644311 0.22 0.31 -0.12
C -0.455616 2.680099 1.492072 0.00 -0.09 -0.69
O -0.614457 2.590986 0.217385 0.08 -0.32 0.36
C -0.869762 3.808020 2.231865 0.01 0.18 0.13
Cl -1.716054 5.035688 1.353730 0.04 0.00 0.02
N 2.548899 2.083663 0.714296 -0.03 0.08 -0.05
C 2.382422 1.864058 -0.578704 0.10 0.15 -0.02
N 1.666410 0.881853 -1.096830 -0.41 0.05 -0.10
C 1.944825 0.750710 -2.461126 0.08 -0.20 0.06
C 1.590518 -0.330365 -3.259719 -0.06 -0.04 0.00
C 1.927843 -0.318875 -4.603561 -0.02 0.01 0.02
C 2.627369 0.751106 -5.157652 0.00 0.02 0.00
C 3.049807 1.800659 -4.355978 0.02 -0.05 0.01
C 2.727757 1.768532 -3.008609 -0.04 0.06 0.00
S 3.245622 2.850671 -1.745261 -0.02 -0.05 0.04
H 1.985957 1.516247 1.353944 0.26 -0.05 -0.19
H 2.943391 2.952362 1.030487 -0.02 0.00 0.00
H 1.075084 -1.171732 -2.813947 -0.03 0.02 -0.01
H 1.652826 -1.159613 -5.227178 0.00 0.00 0.00
H 2.870273 0.751548 -6.211728 0.01 -0.01 0.01
H 3.640275 2.609689 -4.765023 -0.01 0.00 0.00

***

5.
106
Properties=species:S:1:pos:R:3:forces:R:3 method="wB97M-V/def2-TZVPD" s2=2.043 de_lowest_kcal_mol=20.79 multiplicity=3 gap_ev="6.58 / 6.46" total_charge=+1 fmax_ha_per_bohr=0.03847
W -0.356208 0.273240 -0.793450 -0.48 -1.59 -1.07
C -2.135851 1.693995 2.465881 -0.08 0.06 -0.08
C -2.763940 0.690404 1.564960 -0.11 0.00 0.06
C -3.957829 0.026017 1.844765 0.08 -0.03 -0.03
C -4.263823 -0.710454 0.717988 0.01 0.12 0.13
C -5.447411 -1.581687 0.477075 0.03 0.00 -0.10
N -3.289274 -0.501367 -0.179213 -0.20 -0.10 -0.02
N -2.346199 0.348638 0.331060 0.22 0.04 0.01
B -3.299412 -0.802126 -1.685022 0.32 0.11 0.15
N -2.962862 0.522308 -2.385168 -0.25 -0.01 -0.17
N -1.757865 1.133126 -2.229160 0.39 -0.07 0.48
C -1.800439 2.285147 -2.922490 0.05 0.07 -0.02
C -0.639929 3.201505 -3.077261 -0.12 -0.11 0.06
C -3.051110 2.408749 -3.513963 0.03 -0.02 0.05
C -3.763600 1.277249 -3.148149 0.17 0.13 -0.08
C -5.163048 0.907915 -3.498044 0.00 -0.05 0.06
N -2.251501 -1.849691 -2.057378 -0.21 -0.14 0.00
N -0.902095 -1.663956 -1.927725 -0.07 0.02 -0.21
C -0.333678 -2.804780 -2.351639 -0.06 -0.07 0.00
C 1.117696 -3.121271 -2.468071 -0.12 0.05 -0.05
C -1.319481 -3.715290 -2.727209 0.02 0.06 0.05
C -2.522978 -3.078573 -2.525904 0.18 -0.12 -0.09
C -3.891030 -3.602131 -2.806156 0.03 0.13 0.01
H -2.740710 2.602797 2.476730 -0.01 0.01 -0.05
H -1.132923 1.952725 2.167416 0.00 0.02 0.10
H -2.100685 1.313628 3.485658 -0.10 0.14 -0.10
H -4.528470 0.083983 2.756203 -0.01 0.05 -0.01
H -6.176837 -1.428451 1.268617 0.01 -0.03 0.02
H -5.161535 -2.634945 0.470170 -0.01 0.00 -0.01
H -5.920844 -1.352972 -0.477273 -0.01 -0.03 0.01
H -4.366149 -1.186510 -2.027051 -0.09 0.02 -0.01
H -0.091657 3.320169 -2.146196 0.04 0.09 -0.08
H -0.983321 4.174250 -3.421732 0.00 0.03 0.04
H 0.041687 2.801497 -3.827560 -0.08 0.03 0.02
H -3.395120 3.225864 -4.124354 0.01 -0.02 -0.02
H -5.592476 1.680941 -4.130398 0.00 0.00 -0.01
H -5.774310 0.816291 -2.599639 -0.02 -0.01 -0.03
H -5.203492 -0.041222 -4.031917 -0.01 0.00 0.00
H 1.733002 -2.238366 -2.413286 0.00 -0.04 -0.11
H 1.285924 -3.593131 -3.435747 0.05 0.01 0.01
H 1.411543 -3.830939 -1.695939 0.04 -0.02 0.05
H -1.163267 -4.710190 -3.108744 0.00 0.01 -0.03
H -3.815791 -4.639326 -3.123438 -0.01 -0.02 0.02
H -4.363172 -3.033969 -3.608588 -0.07 -0.02 0.04
H -4.528551 -3.548088 -1.924481 -0.04 -0.02 -0.04
N 2.047493 -1.602476 -0.107160 0.13 0.49 0.35
N 1.788098 -2.724377 0.675594 0.09 -0.16 0.24
C 0.585000 -2.892233 1.260925 -0.10 -0.03 -0.16
N 0.495972 -3.928630 2.107247 0.03 0.01 0.06
S -0.771040 -1.951086 0.980973 0.03 0.35 -0.12
H 2.701317 -1.865519 -0.835387 -0.12 0.04 -0.02
H 2.472089 -0.890301 0.488224 -0.02 0.07 -0.02
H 2.581087 -3.145328 1.140981 0.00 -0.03 0.03
H 1.252314 -4.574711 2.257475 -0.01 0.00 -0.02
H -0.391530 -4.112631 2.539518 0.01 -0.01 0.05
N 0.174280 3.176162 0.489307 -0.42 -0.18 -0.80
C -0.013610 2.108888 0.072296 0.23 1.24 0.56
H 0.476491 3.769060 1.255939 0.20 0.07 0.55
S 0.931313 3.546297 3.513750 -0.08 0.45 0.24
P 1.300925 1.632897 3.698088 0.31 -0.77 -0.34
S 1.066859 0.508484 2.005997 0.25 -0.60 0.19
C 0.376177 0.728261 4.998070 0.12 0.29 -0.11
C -0.623847 -0.186740 4.693865 0.05 -0.13 0.08
C -1.217389 -0.927369 5.706524 -0.01 0.00 0.01
C -0.810665 -0.758935 7.022377 -0.02 -0.03 -0.01
C 0.172305 0.171247 7.330424 0.04 0.05 0.07
C 0.763268 0.916878 6.322934 -0.08 0.04 -0.06
C 3.029350 1.256203 4.160565 -0.17 0.12 -0.06
C 3.377374 -0.076159 4.386598 0.03 0.06 0.04
C 4.695412 -0.412063 4.639860 -0.04 -0.06 -0.02
C 5.671669 0.578209 4.671049 0.01 0.04 0.00
C 5.322789 1.902051 4.458634 0.07 0.02 -0.02
C 4.000656 2.244360 4.199251 -0.05 0.02 0.01
H -0.924615 -0.339842 3.666595 0.15 -0.13 -0.02
H -1.990658 -1.645286 5.460667 0.01 0.01 0.02
H -1.252257 -1.358248 7.808231 -0.03 0.03 0.00
H 0.486347 0.308325 8.357053 0.00 0.01 -0.01
H 1.535725 1.640660 6.554936 0.01 -0.03 0.06
H 2.608103 -0.839329 4.361431 0.02 -0.03 0.01
H 4.966320 -1.446605 4.812102 0.00 0.02 0.03
H 6.703229 0.314154 4.864898 0.00 0.01 0.01
H 6.081457 2.673436 4.489817 -0.01 0.00 0.01
H 3.717018 3.275668 4.025886 0.00 -0.01 0.00
C 4.093292 3.732893 -1.565381 0.04 -0.01 0.00
C 3.418641 3.565300 -2.767448 -0.04 -0.05 -0.01
C 2.481458 2.558971 -2.905119 -0.13 -0.15 -0.02
C 2.169063 1.702638 -1.841852 0.41 0.37 0.03
C 2.864906 1.874905 -0.648520 -0.15 -0.27 -0.19
C 3.813358 2.878252 -0.513820 0.08 0.05 0.06
N 1.183333 0.661211 -2.029775 -0.38 0.13 0.52
C 1.404664 -0.002675 -3.282012 0.00 -0.20 -0.51
C 2.704367 -0.401589 -3.622856 -0.07 0.14 0.21
C 2.956391 -1.067534 -4.807360 0.00 0.03 -0.01
C 1.919568 -1.340505 -5.690220 0.04 -0.03 0.00
C 0.635398 -0.928490 -5.374494 0.02 -0.08 -0.05
C 0.376210 -0.266440 -4.182833 0.02 0.22 0.11
H 4.843250 4.505827 -1.463321 -0.03 0.01 0.02
H 3.625562 4.211378 -3.610497 0.02 0.01 0.02
H 1.986337 2.422414 -3.856755 0.10 0.00 -0.01
H 2.664506 1.235933 0.196335 -0.04 -0.05 0.08
H 4.341350 2.973600 0.427091 -0.03 0.02 0.00
H 3.518932 -0.177494 -2.943793 0.02 0.01 -0.02
H 3.968773 -1.366024 -5.046425 0.00 -0.01 0.01
H 2.122634 -1.862411 -6.615796 -0.04 0.02 -0.02
H -0.179492 -1.117900 -6.061410 0.00 0.01 0.00
H -0.628315 0.063362 -3.963420 0.02 -0.05 -0.01

***

6.
50
Properties=species:S:1:pos:R:3:forces:R:3 method="wB97M-V/def2-TZVPD" de_lowest_kcal_mol=9.61 gap_ev=7.12 total_charge=+2 fmax_ha_per_bohr=0.03719
Sn -0.282792 -0.224335 -0.472072 -1.69 -0.30 -0.62
F -0.983757 5.013042 1.051170 -0.08 0.10 0.01
C -1.508951 3.816124 0.885247 0.13 -0.32 -0.04
C -0.643066 2.742087 0.664755 -0.11 0.43 0.12
C -1.234559 1.518674 0.520978 1.25 -1.37 -0.48
C -2.595071 1.241227 0.597064 -0.30 0.36 0.05
C -3.397998 2.378901 0.757405 0.18 -0.18 -0.01
F -4.719599 2.240987 0.745046 -0.03 0.06 0.07
C -2.879303 3.651242 0.902719 -0.08 0.14 0.02
C -3.119395 -0.138937 0.522478 -0.01 0.18 0.09
C -4.347824 -0.538950 1.028336 -0.13 -0.15 -0.06
C -4.698700 -1.879778 0.969414 0.09 0.05 -0.05
C -3.833349 -2.798326 0.387802 0.04 0.04 0.00
C -2.628015 -2.339390 -0.092632 -0.01 -0.18 -0.02
N -2.283868 -1.047713 -0.012826 0.56 0.11 -0.08
H 0.422004 2.919851 0.641425 0.00 -0.03 -0.10
H -3.541518 4.498074 1.024521 0.00 -0.01 0.02
H -5.023716 0.173854 1.471381 0.06 0.04 0.02
H -5.641592 -2.209304 1.384639 -0.02 0.03 -0.02
H -4.081956 -3.847343 0.324956 0.01 0.00 -0.03
H -1.903044 -3.001710 -0.547510 -0.02 -0.03 0.02
N 0.645653 -2.044691 0.139832 -0.24 0.80 0.07
C 1.533115 -2.804463 0.014576 0.19 0.10 -0.08
N 2.466573 -3.653285 -0.109892 -0.18 0.19 -0.05
C 2.392148 -4.753903 -1.099853 -0.11 -0.52 -0.18
C 1.884784 -6.019713 -0.392538 0.06 0.16 0.12
C 2.287614 -6.007619 1.093939 0.11 -0.02 -0.13
C 3.639220 -5.314160 1.277836 -0.25 -0.05 -0.05
C 3.534502 -3.825686 0.908913 0.44 -0.11 0.31
H 3.410953 -4.892188 -1.459494 0.00 0.12 -0.02
H 1.772154 -4.465079 -1.944455 0.02 0.11 0.06
H 2.323988 -6.878359 -0.900290 -0.03 -0.02 -0.01
H 0.801694 -6.101420 -0.489002 0.01 -0.02 -0.03
H 2.339300 -7.029476 1.463633 -0.04 0.02 0.06
H 1.530046 -5.488808 1.687875 -0.01 -0.04 0.02
H 4.384633 -5.804383 0.650379 0.05 0.03 0.03
H 3.979224 -5.397860 2.308328 0.05 0.04 -0.01
H 4.469074 -3.469119 0.473420 -0.09 0.10 -0.04
H 3.299880 -3.203545 1.771181 -0.12 -0.03 -0.02
F -1.620932 1.571195 -2.563669 -0.01 0.01 -0.11
C -1.017813 0.626941 -3.299647 0.02 -0.09 -0.05
C -0.310644 -0.367245 -2.647069 0.36 0.19 1.27
C 0.322141 -1.339935 -3.395013 -0.07 0.09 -0.12
F 1.029141 -2.302233 -2.779093 0.03 -0.01 -0.09
C 0.232625 -1.349363 -4.775732 0.06 -0.11 0.18
F 0.822505 -2.307072 -5.467192 0.00 0.03 -0.10
C -0.490470 -0.348757 -5.417208 -0.01 0.03 0.14
F -0.584488 -0.348637 -6.723089 0.00 -0.01 -0.09
C -1.122741 0.648278 -4.678059 -0.05 0.04 0.09
F -1.816252 1.591133 -5.282562 0.00 0.01 -0.07